# 1
Entry from the Open Molecules 2025 dataset: a structure of composition C2HI2O3P in a non-equilibrium geometry (ωB97M-V/def2-TZVPD).

Structure (ORCA input):
```
! RIJCOSX wB97M-V def2-TZVPD def2/J DEFGRID3
* xyz -2 1
C 0.26 0.70 -0.98
C 0.61 0.03 0.12
O -1.19 -1.63 -0.56
O -0.76 -1.98 1.85
O -1.82 0.17 1.10
P -0.91 -0.94 0.77
I 1.18 2.36 -1.97
I 2.97 0.99 1.38
H -0.35 0.28 -1.72
*
```

Lowest unoccupied orbital energy ... 4.435 eV
Highest occupied orbital energy ... -0.590 eV
Kohn-Sham gap ... 5.0 eV
Energy above the lowest of the compared OMol25 structures with the same formula, charge and spin ... 166.3 kJ/mol
Energy ... -1239.278264 Eh



# 2
Entry from the Open Molecules 2025 dataset: an isolated molecule of C22H26N2O4S (ωB97M-V/def2-TZVPD).

Structure (ORCA input):
```
! RIJCOSX wB97M-V def2-TZVPD def2/J DEFGRID3
* xyz 0 1
C 4.44 0.37 -2.64
C 4.52 -1.15 -2.46
C 4.43 -1.53 -0.98
O 3.55 -1.83 -3.26
C 2.23 -1.50 -3.07
C 1.60 -0.63 -3.95
C 0.27 -0.31 -3.79
C -0.46 -0.85 -2.73
C -1.84 -0.40 -2.52
O -2.57 -0.25 -3.62
C -2.35 -0.05 -1.30
C -3.64 0.58 -1.18
O -4.45 0.73 -2.09
C -3.77 1.06 0.25
O -4.69 1.64 0.77
N -2.60 0.73 0.86
C -2.34 1.01 2.24
C -2.56 -0.24 3.13
N -2.43 -0.03 4.55
C -3.45 0.83 5.13
C -1.10 0.34 4.98
C -1.66 -0.02 0.04
C -0.31 0.63 0.00
C 0.82 0.25 0.67
C 1.92 1.10 0.42
C 1.61 2.10 -0.43
S -0.03 2.04 -0.95
C 0.15 -1.77 -1.88
C 1.48 -2.10 -2.05
H 4.50 0.63 -3.69
H 5.27 0.84 -2.11
H 3.50 0.75 -2.23
H 5.46 -1.52 -2.87
H 5.28 -1.11 -0.45
H 3.51 -1.13 -0.54
H 4.44 -2.61 -0.87
H 2.17 -0.20 -4.76
H -0.22 0.37 -4.46
H -3.46 0.13 -3.37
H -3.05 1.80 2.54
H -1.32 1.38 2.35
H -1.84 -1.01 2.85
H -3.57 -0.62 2.94
H -3.30 1.89 4.90
H -3.43 0.70 6.21
H -4.42 0.52 4.76
H -0.38 -0.33 4.53
H -0.83 1.38 4.72
H -1.05 0.25 6.06
H -1.55 -1.03 0.47
H 0.86 -0.61 1.32
H 2.89 0.96 0.86
H 2.24 2.89 -0.79
H -0.42 -2.25 -1.10
H 1.95 -2.83 -1.41
*
```

Lowest unoccupied orbital energy ... -0.451 eV
Highest occupied orbital energy ... -8.415 eV
SMILES ... CC(C)Oc1ccc(/C(O)=C2/C(=O)C(=O)N(CCN(C)C)[C@@H]2c2cccs2)cc1
Kohn-Sham gap ... 8.0 eV
Energy above the lowest of the compared OMol25 structures with the same formula, charge and spin ... 216.3 kJ/mol
Energy ... -1662.583505 Eh